# 1
Below is a molecular structure, C5H15ClNbO in a non-equilibrium geometry, with properties calculated with the ωB97M-V functional and the def2-TZVPD basis.

Geometry (Å):
C1 3.829 0.714 0.064
C2 2.754 -0.242 0.548
O1 1.525 0.035 -0.085
Nb1 0.104 -0.974 -0.916
C3 -1.715 -0.707 0.400
C4 -2.905 0.197 0.055
C5 -2.927 1.524 0.797
Cl1 -1.337 2.372 0.819
H1 4.773 0.553 0.594
H2 3.998 0.582 -1.007
H3 3.512 1.748 0.218
H4 3.061 -1.276 0.366
H5 2.617 -0.129 1.632
H6 -0.639 0.170 -2.135
H7 0.865 -1.358 -2.544
H8 0.666 -2.682 -0.441
H9 -1.125 -2.064 -1.718
H10 -1.322 -0.450 1.398
H11 -2.091 -1.736 0.457
H12 -3.854 -0.287 0.335
H13 -2.954 0.394 -1.018
H14 -3.213 1.384 1.841
H15 -3.620 2.230 0.340

Values from the calculation:
E_HOMO = -4.26 eV
F_max = 1.20 eV Å⁻¹
spin multiplicity = 1
HOMO-LUMO gap = 0.280 Ha
total charge = -1

Here are the Löwdin charges for atoms 1 to 2, given in e:
1. C -0.110
2. C -0.397


# 2
Below is a single C16H21ClN4O4S molecule in a non-equilibrium geometry, with properties calculated with the ωB97M-V functional and the def2-TZVPD basis.

Geometry (Å):
O1 -1.428 -0.750 -5.364
O2 2.858 -1.106 -5.558
O3 -0.756 -1.014 3.493
Cl1 -4.020 3.476 -3.248
N1 0.732 -0.315 -1.351
O4 0.180 1.044 3.917
S1 -1.256 -0.120 0.501
C1 -0.403 -0.675 -4.729
C2 1.930 -0.859 -4.817
C3 -0.197 0.001 3.107
C4 -0.544 -0.306 -1.093
C5 0.859 -0.519 -2.724
C6 -0.344 -0.568 -3.326
C7 -3.669 1.788 -3.556
C8 -3.080 1.079 -2.530
N2 0.726 -0.828 -5.425
N3 2.039 -0.664 -3.455
N4 -1.241 -0.450 -2.293
C9 0.205 0.062 1.632
C10 -4.020 1.214 -4.889
C11 3.358 -0.586 -2.834
C12 -2.660 -0.366 -2.430
C13 2.887 -0.806 6.900
C14 -0.190 0.939 5.301
C15 2.082 0.060 5.897
C16 0.598 -0.089 6.097
H1 -2.794 1.690 -1.688
H2 0.691 -0.879 -6.431
H3 0.928 -0.742 1.421
H4 0.716 1.037 1.464
H5 -3.979 0.137 -4.949
H6 -3.355 1.638 -5.651
H7 -5.049 1.530 -5.163
H8 3.312 -0.290 -1.768
H9 3.840 -1.569 -2.903
H10 3.945 0.130 -3.349
H11 -3.102 -0.792 -1.535
H12 -2.997 -0.983 -3.252
H13 2.724 -0.502 7.936
H14 2.603 -1.861 6.795
H15 3.958 -0.694 6.697
H16 -1.263 0.717 5.384
H17 -0.071 1.921 5.798
H18 2.310 -0.233 4.852
H19 2.320 1.113 6.128
H20 0.287 -1.108 5.854
H21 0.332 0.098 7.137

Values from the calculation:
E_HOMO = -8.38 eV
F_max = 3.39 eV Å⁻¹
spin multiplicity = 1
HOMO-LUMO gap = 0.326 Ha
total charge = 0
structure (SMILES) = CCCCOC(=O)CSc1nc2c(c(=O)[nH]c(=O)n2C)n1C/C=C(\C)Cl

Here are the Löwdin charges for atoms 1 to 2, given in e:
1. O 0.079
2. O 0.079


# 3
Below is a molecular structure, C7H13ClO2 in a non-equilibrium geometry, with properties calculated with the ωB97M-V functional and the def2-TZVPD basis.

Geometry (Å):
C1 -0.146 -0.475 0.316
C2 -3.040 0.688 -2.453
C3 2.476 0.799 0.092
C4 1.411 -0.994 3.181
C5 -1.886 0.757 -1.355
C6 -1.209 -0.570 -1.267
C7 1.641 -0.235 0.900
O1 -0.825 -0.485 1.288
O2 1.622 0.079 2.219
Cl1 -0.060 -0.689 -2.610
H1 2.111 -1.326 0.794
H2 -2.507 0.799 -3.390
H3 -3.708 1.480 -2.030
H4 -3.499 -0.332 -2.279
H5 1.987 1.846 0.021
H6 3.438 1.021 0.586
H7 2.717 0.304 -0.746
H8 1.440 -0.436 4.119
H9 2.388 -1.471 3.038
H10 0.644 -1.703 2.816
H11 -0.966 1.471 -1.699
H12 -2.412 1.057 -0.450
H13 -1.618 -1.585 -1.092

Values from the calculation:
E_HOMO = -8.04 eV
F_max = 4.75 eV Å⁻¹
spin multiplicity = 1
HOMO-LUMO gap = 0.327 Ha
total charge = 0

Here are the Löwdin charges for atoms 1 to 2, given in e:
1. C -0.140
2. C -0.099


# 4
Below is a single C4H11N3 molecule in a non-equilibrium geometry, with properties calculated with the ωB97M-V functional and the def2-TZVPD basis.

Geometry (Å):
C1 -0.614 -1.201 -0.190
C2 -0.372 0.451 -2.168
C3 -0.872 1.164 0.899
N1 0.189 -0.323 -1.072
C4 -0.003 0.022 0.451
N2 1.518 -0.707 2.084
N3 1.351 -0.047 0.830
H1 1.289 -0.446 -0.722
H2 1.872 -1.650 1.936
H3 2.233 -0.212 2.608
H4 -1.677 -1.192 -0.416
H5 -0.168 -2.170 0.004
H6 -1.405 0.744 -1.968
H7 0.223 1.355 -2.300
H8 -0.345 -0.138 -3.086
H9 -0.926 1.114 1.989
H10 -0.406 2.113 0.628
H11 -1.887 1.123 0.495

Values from the calculation:
E_HOMO = -6.87 eV
F_max = 1.28 eV Å⁻¹
spin multiplicity = 1
HOMO-LUMO gap = 0.283 Ha
total charge = 0

Here are the Löwdin charges for atoms 1 to 2, given in e:
1. C -0.031
2. C -0.045


# 5
Below is 2 unconnected molecules or ions with the total composition C4H6N6O in a non-equilibrium geometry, with properties calculated with the ωB97M-V functional and the def2-TZVPD basis.

Geometry (Å):
C1 1.528 -0.871 0.166
C2 2.020 0.432 -0.172
C3 -0.714 -1.632 0.489
C4 1.258 1.681 -0.417
N1 2.537 -1.671 0.269
N2 3.319 0.349 -0.254
N3 -1.972 -0.782 -1.135
N4 -2.149 -0.058 -0.151
N5 -1.174 -1.813 -0.807
N6 -1.466 -0.551 0.903
O1 3.659 -0.926 0.010
H1 -0.403 -2.434 1.125
H2 0.348 1.700 0.179
H3 1.872 2.542 -0.167
H4 0.978 1.749 -1.467
H5 -0.787 -2.426 -1.502
H6 -1.434 -0.075 1.788

Values from the calculation:
E_HOMO (spin up / spin down) = -8.28 / -8.28 eV
F_max = 2.31 eV Å⁻¹
spin multiplicity = 1
HOMO-LUMO gap (spin up / spin down) = 0.317 / 0.317 Ha
total charge = 0

Here are the Löwdin charges for atoms 1 to 2, given in e:
1. C -0.138
2. C -0.388


# 6
Below is a molecular structure, C36H24F4O16V4 in a non-equilibrium geometry, with properties calculated with the ωB97M-V functional and the def2-TZVPD basis.

Geometry (Å):
O1 -0.656 4.242 -3.691
V1 -1.324 3.388 -2.573
O2 -2.771 3.954 -2.311
O3 -4.970 1.467 0.844
V2 -3.668 1.338 1.760
O4 -3.484 -0.174 2.271
O5 2.418 -0.642 5.348
V3 1.944 0.790 4.887
O6 3.121 1.837 4.895
O7 5.045 2.635 -0.801
V4 4.653 1.825 0.511
O8 5.949 1.321 1.146
C1 -1.787 2.160 4.423
C2 -2.568 3.140 3.823
C3 -2.221 4.644 3.994
O9 -2.865 5.437 3.312
C4 -1.090 4.957 4.771
C5 -0.251 3.975 5.312
C6 -0.628 2.525 5.110
O10 0.161 1.637 5.576
O11 0.822 4.225 5.852
O12 -3.531 2.881 3.010
H1 -2.162 1.139 4.409
H2 -0.866 6.007 4.877
C7 1.078 1.057 -0.783
C8 1.655 0.845 0.469
C9 0.814 0.826 1.714
O13 1.309 0.604 2.827
C10 -0.540 1.091 1.610
C11 -1.147 1.314 0.396
C12 -0.305 1.154 -0.883
O14 -0.897 1.487 -1.960
O15 -2.314 1.780 0.279
O16 2.898 0.673 0.608
H3 1.705 0.848 -1.640
H4 -1.218 1.140 2.449
F1 -1.081 -2.775 7.969
C13 -0.548 -2.678 6.737
C14 -0.934 -1.650 5.896
C15 -0.525 -1.717 4.579
C16 0.321 -2.720 4.120
C17 0.741 -3.705 4.997
C18 0.261 -3.713 6.294
H5 -1.572 -0.870 6.289
H6 -0.861 -0.937 3.904
H7 0.696 -2.612 3.109
H8 1.325 -4.571 4.710
H9 0.353 -4.544 6.984
F2 4.825 -0.372 -1.072
C19 4.832 -1.662 -1.527
C20 6.029 -2.289 -1.788
C21 5.987 -3.631 -2.142
C22 4.782 -4.299 -2.258
C23 3.590 -3.624 -2.054
C24 3.621 -2.295 -1.655
H10 6.978 -1.776 -1.708
H11 6.930 -4.150 -2.253
H12 4.785 -5.357 -2.483
H13 2.627 -4.111 -2.132
H14 2.732 -1.722 -1.419
F3 -1.861 -1.532 -7.190
C25 -0.932 -0.687 -6.707
C26 -0.231 0.099 -7.599
C27 0.778 0.914 -7.102
C28 1.007 0.974 -5.726
C29 0.268 0.195 -4.846
C30 -0.696 -0.670 -5.348
H15 -0.385 0.048 -8.668
H16 1.336 1.601 -7.723
H17 1.730 1.719 -5.416
H18 0.571 0.242 -3.808
H19 -1.246 -1.339 -4.700
F4 -3.304 -3.246 -4.516
C31 -3.701 -2.119 -3.892
C32 -4.507 -1.249 -4.600
C33 -4.814 -0.020 -4.044
C34 -4.442 0.269 -2.733
C35 -3.652 -0.626 -2.041
C36 -3.293 -1.842 -2.608
H20 -4.808 -1.453 -5.619
H21 -5.385 0.719 -4.590
H22 -4.792 1.198 -2.298
H23 -3.197 -0.405 -1.084
H24 -2.651 -2.537 -2.082

Values from the calculation:
E_HOMO = -7.03 eV
F_max = 2.66 eV Å⁻¹
spin multiplicity = 1
HOMO-LUMO gap = 0.105 Ha
total charge = 0

Here are the Löwdin charges for atoms 1 to 2, given in e:
1. O -0.259
2. V 1.124


# 7
Below is 2 unconnected molecules or ions with the total composition C4H7Cl2P in a non-equilibrium geometry, with properties calculated with the ωB97M-V functional and the def2-TZVPD basis.

Geometry (Å):
C1 0.292 -0.500 -0.745
C2 -0.737 -0.076 -0.087
C3 -2.057 -1.003 -0.103
C4 -0.761 1.131 0.713
P1 3.652 0.250 -0.912
Cl1 4.097 -0.997 0.568
Cl2 4.547 1.950 -0.197
H1 0.584 -1.101 -1.603
H2 -2.413 -1.222 0.971
H3 -1.767 -1.930 -0.606
H4 -2.909 -0.624 -0.661
H5 -1.212 0.801 1.663
H6 0.175 1.573 0.736
H7 -1.491 1.747 0.263

Values from the calculation:
E_HOMO (spin up / spin down) = -8.30 / -8.18 eV
F_max = 3.27 eV Å⁻¹
spin multiplicity = 1
HOMO-LUMO gap (spin up / spin down) = 0.267 / 0.306 Ha
total charge = 0

Here are the Löwdin charges for atoms 1 to 2, given in e:
1. C 0.091
2. C -0.458


# 8
Below is 2 unconnected molecules or ions with the total composition C34H57FO5 in a non-equilibrium geometry, with properties calculated with the ωB97M-V functional and the def2-TZVPD basis.

Geometry (Å):
C1 -7.018 -5.454 -6.891
C2 -7.398 -6.708 -5.895
C3 -6.023 -7.006 -5.001
C4 -5.323 -8.420 -5.450
C5 -3.810 -8.647 -4.827
C6 -2.749 -7.457 -5.214
C7 -1.353 -7.492 -4.297
C8 -0.467 -6.179 -4.749
C9 0.823 -5.891 -3.741
C10 1.015 -4.276 -3.397
C11 0.901 -3.954 -1.766
C12 0.623 -2.362 -1.436
C13 1.591 -1.777 -0.206
C14 0.764 -0.693 0.758
C15 1.789 0.521 1.170
C16 1.111 1.742 2.027
C17 0.951 1.631 3.654
C18 1.996 0.610 4.394
C19 1.376 0.007 5.825
C20 -0.225 -0.231 6.113
C21 -0.829 -0.876 7.522
C22 0.210 -1.321 8.709
C23 1.820 -1.071 8.432
C24 2.424 -0.419 7.016
C25 1.888 3.104 1.448
C26 0.761 4.320 1.635
C27 0.945 5.599 0.626
C28 -0.264 5.807 -0.461
C29 -1.347 6.935 0.030
F1 -2.729 6.363 0.151
O1 -0.575 3.706 1.578
C30 -0.426 2.242 1.595
O2 -1.515 1.521 1.317
H1 -5.908 -5.540 -7.310
H2 -7.127 -4.455 -6.291
H3 -7.730 -5.401 -7.839
H4 -7.720 -7.641 -6.545
H5 -8.303 -6.338 -5.217
H6 -5.336 -6.062 -5.108
H7 -6.351 -7.085 -3.859
H8 -5.991 -9.295 -4.997
H9 -5.382 -8.552 -6.620
H10 -3.875 -8.807 -3.652
H11 -3.411 -9.674 -5.260
H12 -3.177 -6.365 -5.103
H13 -2.433 -7.567 -6.358
H14 -1.701 -7.476 -3.171
H15 -0.777 -8.514 -4.450
H16 -0.039 -6.427 -5.836
H17 -1.178 -5.252 -4.875
H18 0.780 -6.567 -2.770
H19 1.782 -6.220 -4.370
H20 0.302 -3.588 -4.027
H21 2.134 -3.996 -3.687
H22 0.025 -4.662 -1.378
H23 1.895 -4.305 -1.259
H24 0.742 -1.761 -2.434
H25 -0.493 -2.263 -1.090
H26 2.486 -1.223 -0.764
H27 2.017 -2.691 0.388
H28 0.276 -1.207 1.698
H29 -0.043 -0.204 0.026
H30 2.178 0.984 0.141
H31 2.769 0.063 1.676
H32 -0.182 1.438 3.879
H33 1.186 2.718 4.086
H34 2.305 -0.333 3.773
H35 2.942 1.268 4.704
H36 -1.054 0.027 5.293
H37 -2.005 -1.040 7.624
H38 -0.239 -1.802 9.677
H39 2.547 -1.409 9.315
H40 3.591 -0.291 6.919
H41 2.074 3.169 0.282
H42 2.926 3.225 1.976
H43 1.082 4.756 2.680
H44 0.985 6.569 1.293
H45 1.995 5.552 0.068
H46 0.244 6.205 -1.466
H47 -0.842 4.835 -0.760
H48 -1.334 7.844 -0.712
H49 -1.091 7.357 1.114
C31 5.871 10.346 1.009
C32 6.189 9.754 2.371
O3 5.160 10.066 3.319
C33 4.030 9.323 3.222
O4 3.824 8.427 2.419
O5 3.151 9.768 4.156
C34 1.876 9.133 4.096
H50 5.676 11.420 1.092
H51 6.699 10.187 0.314
H52 4.971 9.894 0.580
H53 7.115 10.198 2.751
H54 6.351 8.670 2.314
H55 1.970 8.043 4.132
H56 1.348 9.445 3.190
H57 1.294 9.456 4.964

Values from the calculation:
E_HOMO = -8.53 eV
F_max = 8.47 eV Å⁻¹
spin multiplicity = 1
HOMO-LUMO gap = 0.322 Ha
total charge = 0
structure (SMILES) = CCCCCCCCCCCCCCC[C@@]1(CCc2ccccc2)C[C@@H](CCCF)OC1=O.CCOC(=O)OC

Here are the Löwdin charges for atoms 1 to 2, given in e:
1. C -0.174
2. C -0.257


- F_max of number 5 (C4H6N6O)?
  2.31 eV Å⁻¹


Please write out number 5 again, unchanged.
Below is 2 unconnected molecules or ions with the total composition C4H6N6O in a non-equilibrium geometry, with properties calculated with the ωB97M-V functional and the def2-TZVPD basis.

Geometry (Å):
C1 1.528 -0.871 0.166
C2 2.020 0.432 -0.172
C3 -0.714 -1.632 0.489
C4 1.258 1.681 -0.417
N1 2.537 -1.671 0.269
N2 3.319 0.349 -0.254
N3 -1.972 -0.782 -1.135
N4 -2.149 -0.058 -0.151
N5 -1.174 -1.813 -0.807
N6 -1.466 -0.551 0.903
O1 3.659 -0.926 0.010
H1 -0.403 -2.434 1.125
H2 0.348 1.700 0.179
H3 1.872 2.542 -0.167
H4 0.978 1.749 -1.467
H5 -0.787 -2.426 -1.502
H6 -1.434 -0.075 1.788

Values from the calculation:
E_HOMO (spin up / spin down) = -8.28 / -8.28 eV
F_max = 2.31 eV Å⁻¹
spin multiplicity = 1
HOMO-LUMO gap (spin up / spin down) = 0.317 / 0.317 Ha
total charge = 0

Here are the Löwdin charges for atoms 1 to 2, given in e:
1. C -0.138
2. C -0.388